C47H78BrClNO17 | ωB97M-V with the def2-TZVPD basis set

Geometry as XYZ:
```
145
Properties=species:S:1:pos:R:3:forces:R:3:lowdin_charge:R:1
C 13.28980 4.41674 0.25178 -0.01 0.05 0.04 -0.07
C 12.78003 4.64978 -1.16506 0.55 0.05 0.14 -0.28
O 11.40982 4.98686 -1.12156 -0.23 -0.26 -0.12 -0.16
C 10.82140 5.11751 -2.40388 0.04 -0.04 0.34 -0.19
C 9.31493 4.89915 -2.24012 0.24 -0.07 0.24 -0.18
O 8.54317 5.83991 -2.96091 -0.40 0.11 -0.14 -0.13
C 8.16603 5.41622 -4.25457 0.56 -0.33 0.00 -0.18
C 6.97664 4.47585 -4.25908 -0.23 0.27 0.02 -0.19
O 5.77723 5.25265 -4.31158 0.05 -0.38 -0.11 -0.14
C 4.60621 4.56033 -4.67362 -0.11 0.11 -0.07 -0.17
C 3.87307 3.99861 -3.46796 -0.09 0.26 -0.11 -0.18
C 3.01597 4.82988 -2.78723 -0.03 -0.21 0.24 0.09
C 2.34228 4.39560 -1.64888 -0.01 -0.12 -0.18 -0.05
C 1.42640 5.39257 -0.99552 -0.31 0.27 -0.09 -0.12
O 0.84794 6.19766 -2.00677 0.18 0.15 0.11 -0.08
C -0.52358 6.38873 -1.83559 -0.41 -0.02 -0.09 -0.23
O -1.18774 5.18618 -2.13355 0.20 0.01 0.28 -0.10
C -2.29343 4.86599 -1.29892 -0.19 -0.28 -0.03 -0.17
C -2.51776 3.35700 -1.32349 -0.30 -0.09 -0.08 -0.23
O -3.86039 3.11358 -1.73467 0.16 0.01 -0.01 -0.06
C 2.51704 3.08657 -1.17529 -0.14 0.42 -0.10 -0.13
C 1.81006 2.60487 0.06637 0.28 -0.48 0.07 -0.15
C 0.77851 1.49407 -0.13940 -0.12 -0.37 0.29 -0.20
C 0.23477 0.97949 1.21581 0.07 0.48 -0.53 -0.17
C -1.20899 0.46569 1.11851 -0.07 -0.58 0.57 -0.20
C -1.30005 -1.07534 1.11996 0.05 0.47 -0.48 -0.18
C -1.06372 -1.67305 -0.28953 0.11 -0.34 0.53 -0.18
C 0.03735 -2.75823 -0.33226 -0.10 0.29 -0.34 -0.19
C 1.11781 -2.53590 -1.41041 0.12 -0.71 0.53 -0.19
C 2.45924 -3.19357 -1.00844 -0.13 0.36 -0.35 -0.18
C 3.19185 -3.79402 -2.20110 -0.26 0.13 0.36 -0.23
O 3.36841 -2.82042 -3.22288 0.12 -0.05 -0.06 -0.19
C 4.70001 -2.52711 -3.56086 0.14 0.15 -0.08 -0.13
C 3.37569 2.27303 -1.90378 0.10 -0.07 0.13 -0.60
Cl 3.70876 0.68076 -1.39873 -0.04 0.03 0.06 0.82
N 4.02155 2.72582 -3.01754 -0.04 -0.03 0.10 -0.37
Br 5.10024 1.54490 -3.97453 -0.02 -0.03 -0.03 0.97
H 12.64222 4.92607 0.96501 -0.01 0.02 -0.03 0.08
H 13.32254 3.35939 0.51025 -0.10 0.00 0.01 0.07
H 14.29360 4.82110 0.37727 0.02 -0.05 -0.04 0.07
H 12.94058 3.75039 -1.77326 -0.14 0.02 -0.06 0.12
H 13.36278 5.45153 -1.63682 -0.17 0.08 -0.04 0.12
H 10.99410 6.12440 -2.79823 0.04 -0.03 -0.12 0.14
H 11.26588 4.36996 -3.06956 -0.01 0.12 -0.17 0.12
H 9.08408 5.01782 -1.18105 -0.01 0.13 -0.03 0.13
H 9.05881 3.86713 -2.50508 -0.11 0.05 -0.07 0.12
H 7.95568 6.29833 -4.85821 -0.14 0.05 0.09 0.13
H 9.00845 4.90252 -4.73792 -0.03 0.01 0.02 0.13
H 7.02735 3.81891 -5.13316 -0.06 -0.02 0.00 0.12
H 6.98302 3.87712 -3.34335 0.08 -0.14 -0.05 0.11
H 3.93817 5.31145 -5.09666 -0.01 0.00 0.03 0.13
H 4.78278 3.79920 -5.43723 0.11 -0.01 0.06 0.10
H 2.85214 5.83581 -3.15421 0.07 -0.01 -0.11 0.12
H 2.00319 6.03469 -0.31742 0.08 -0.10 0.03 0.16
H 0.64388 4.91412 -0.41063 0.03 -0.13 -0.07 0.12
H -0.75847 6.70618 -0.80983 0.05 -0.06 0.03 0.14
H -0.82661 7.18070 -2.52157 0.17 -0.04 -0.10 0.15
H -3.21232 5.33062 -1.66589 0.05 0.11 0.03 0.13
H -2.10996 5.20210 -0.27326 0.05 0.13 -0.03 0.12
H -2.35954 2.91935 -0.33168 0.11 0.05 -0.04 0.10
H -1.81467 2.90711 -2.03048 0.08 0.06 0.02 0.12
H -3.95952 2.17130 -1.90483 -0.06 0.03 0.03 0.09
H 1.29985 3.42868 0.55518 0.16 0.11 0.02 0.11
H 2.57014 2.25816 0.77622 -0.03 -0.03 -0.03 0.13
H -0.05401 1.84047 -0.75454 0.09 0.21 -0.03 0.10
H 1.21350 0.64324 -0.65792 0.00 0.05 -0.21 0.06
H 0.89626 0.18539 1.56684 -0.01 -0.01 0.11 0.11
H 0.31976 1.79041 1.94641 -0.15 -0.02 0.01 0.11
H -1.68726 0.84637 0.21404 -0.05 0.02 0.01 0.08
H -1.80131 0.83623 1.95966 0.12 0.12 0.01 0.11
H -2.27841 -1.35901 1.50334 -0.01 -0.18 -0.09 0.09
H -0.54549 -1.46660 1.80456 -0.09 0.01 0.16 0.10
H -1.99967 -2.11312 -0.62119 -0.07 0.16 -0.17 0.08
H -0.82173 -0.85780 -0.97576 0.07 -0.06 -0.11 0.10
H 0.51964 -2.84863 0.64433 0.00 0.11 0.03 0.10
H -0.44210 -3.71973 -0.52644 0.14 -0.10 0.12 0.11
H 1.25157 -1.47010 -1.59355 0.02 0.01 -0.17 0.08
H 0.79516 -3.02275 -2.33229 -0.10 0.34 -0.18 0.12
H 2.25859 -3.97687 -0.27484 0.13 -0.09 -0.02 0.11
H 3.11557 -2.45597 -0.53212 -0.06 -0.05 0.13 0.10
H 2.58214 -4.60481 -2.61063 0.10 -0.05 -0.07 0.13
H 4.15621 -4.19623 -1.88000 0.01 -0.08 -0.10 0.12
H 5.37782 -3.36126 -3.36200 -0.04 -0.04 -0.01 0.09
H 5.07300 -1.64880 -3.01562 0.01 -0.04 0.08 0.05
H 4.75064 -2.30227 -4.62801 -0.07 -0.01 0.00 0.09
O -4.26367 -2.14549 0.00801 -0.07 -0.04 0.03 0.10
C -5.27135 -1.82740 0.57931 0.06 0.13 -0.10 -0.48
O -6.35093 -2.62580 0.64119 -0.01 -0.01 0.01 0.04
C -7.43971 -1.94476 1.30475 -0.13 0.11 0.00 -0.14
C -6.77895 -0.86397 2.14685 0.16 0.05 -0.17 -0.15
C -5.55470 -0.52259 1.29885 -0.16 -0.14 0.25 -0.07
H -8.09681 -1.53168 0.53533 0.04 0.01 -0.02 0.13
H -7.99547 -2.66239 1.89614 0.08 -0.12 -0.02 0.11
H -7.43378 -0.01930 2.34714 -0.03 -0.02 -0.03 0.12
H -6.46785 -1.27406 3.10360 -0.04 0.00 0.06 0.10
H -5.76534 0.24108 0.54691 0.04 0.02 -0.01 0.13
H -4.69135 -0.22005 1.88704 0.07 0.06 -0.12 0.12
O 3.04098 7.63664 -4.40698 0.00 -0.01 0.09 0.10
C 3.87872 8.46051 -4.14092 -0.03 -0.16 -0.20 -0.47
O 3.56448 9.72177 -3.80934 -0.03 0.02 0.01 0.04
C 4.76504 10.50505 -3.63468 0.13 0.06 0.04 -0.14
C 5.85727 9.48500 -3.33418 -0.03 -0.06 -0.05 -0.14
C 5.37729 8.26961 -4.12882 0.10 0.39 0.45 -0.07
H 4.94817 11.05580 -4.55872 0.00 -0.02 -0.01 0.13
H 4.59512 11.21404 -2.82910 -0.10 -0.02 -0.01 0.13
H 6.85271 9.83169 -3.60172 -0.03 0.03 -0.05 0.12
H 5.85809 9.25029 -2.26886 0.02 0.01 0.00 0.12
H 5.73653 8.28366 -5.15964 -0.02 -0.10 -0.02 0.14
H 5.62622 7.31997 -3.66616 0.03 0.04 -0.19 0.10
O -7.27281 -1.26485 5.36792 0.05 -0.02 -0.12 0.11
C -8.14533 -2.08482 5.34985 -0.09 0.07 0.17 -0.47
O -8.71316 -2.51891 4.19454 0.03 0.01 0.21 0.00
C -9.79946 -3.42717 4.49255 -0.13 -0.11 -0.07 -0.14
C -9.50671 -3.95690 5.88438 0.10 0.05 0.18 -0.15
C -8.79684 -2.77156 6.53240 -0.06 -0.26 -0.21 -0.07
H -10.73228 -2.86107 4.44536 0.01 0.02 0.01 0.13
H -9.81739 -4.21062 3.73898 0.07 0.05 -0.04 0.12
H -10.40159 -4.28335 6.40907 -0.03 0.02 -0.04 0.12
H -8.83133 -4.80660 5.81547 -0.03 -0.02 -0.01 0.09
H -9.49273 -2.06710 6.99223 0.04 0.04 0.03 0.13
H -8.04311 -3.05941 7.25991 0.01 0.14 0.06 0.13
O -9.54304 -7.01588 4.79079 0.00 0.04 0.02 0.11
C -8.72198 -7.69257 5.34456 -0.02 -0.05 -0.20 -0.48
O -7.72143 -7.15044 6.07341 0.01 0.02 0.04 0.02
C -6.82762 -8.18265 6.54639 0.10 -0.09 0.04 -0.14
C -7.65394 -9.46115 6.51524 -0.12 -0.02 -0.01 -0.15
C -8.59890 -9.20057 5.34375 -0.09 -0.01 0.49 -0.08
H -5.97314 -8.23035 5.87355 -0.02 -0.02 -0.04 0.11
H -6.48880 -7.90953 7.54311 -0.06 0.09 -0.01 0.12
H -7.04673 -10.35632 6.41083 0.06 0.05 -0.09 0.11
H -8.23386 -9.54505 7.43652 0.02 -0.01 0.01 0.12
H -8.17040 -9.50545 4.39318 0.03 -0.02 -0.05 0.10
H -9.57691 -9.65735 5.47545 -0.04 0.05 -0.16 0.13
O -5.90514 -9.90428 3.99163 0.16 -0.09 -0.07 0.11
C -5.76973 -10.59619 3.02105 -0.16 0.11 0.01 -0.47
O -4.71460 -10.47831 2.19272 0.05 -0.01 0.00 0.04
C -4.86367 -11.35653 1.06098 -0.02 -0.09 -0.09 -0.15
C -5.82799 -12.44166 1.52486 -0.06 0.00 0.06 -0.15
C -6.70640 -11.67470 2.51116 0.25 -0.19 -0.08 -0.07
H -5.26239 -10.77373 0.22856 -0.02 0.00 0.01 0.13
H -3.88191 -11.73497 0.78921 0.04 0.07 0.06 0.13
H -6.37289 -12.90478 0.70551 -0.01 0.05 -0.02 0.12
H -5.27939 -13.22342 2.05145 0.01 0.00 -0.02 0.12
H -7.55095 -11.18743 2.01992 -0.03 0.01 0.04 0.13
H -7.07081 -12.28250 3.33488 -0.10 0.10 0.03 0.13
```
Positions in Å, forces in eV/Å.

Charge: +1
Orbital gap, eV: 7.38
E_LUMO, eV: -3.732

---

C6H3NO4S | ωB97M-V with the def2-TZVPD basis set

Geometry as XYZ:
```
15
Properties=species:S:1:pos:R:3:forces:R:3:lowdin_charge:R:1
C -0.62902 0.26236 1.47067 -1.02 -0.42 0.84 -0.07
C -0.65328 -0.55851 2.41690 1.48 -1.69 0.36 -0.31
C -0.48132 -1.30708 -0.50753 1.44 -0.54 -1.03 -0.41
C 1.73181 -1.70991 -1.51270 0.15 0.02 0.84 -1.13
C -0.78040 1.55667 1.00571 2.03 0.04 1.26 -0.55
C -0.43592 1.69226 -0.46597 1.45 3.87 1.95 -0.05
N 0.61677 -1.07752 -0.90681 0.14 0.53 0.28 0.12
O -0.43181 -1.53310 3.12055 -0.88 1.02 -0.17 -0.06
O -1.60049 -1.56868 -0.37385 -2.28 -0.60 0.36 0.12
O 2.17638 -2.68568 -0.94069 0.26 -0.67 -0.14 -0.09
O -0.85190 2.52679 1.79380 -0.72 0.47 -1.12 -0.08
S 2.33182 -0.88438 -2.85968 0.37 0.27 -0.97 0.32
H -0.84060 0.91602 -0.98002 -1.14 -1.80 -1.86 0.00
H 0.70846 1.67164 -0.57031 -1.75 0.09 0.07 0.11
H -0.86049 2.69912 -0.69008 0.49 -0.61 -0.68 0.07
```
Positions in Å, forces in eV/Å.

Charge: -2
Orbital gap, eV: 6.37
E_LUMO, eV: 5.576

---

C4H10NS | ωB97M-V with the def2-TZVPD basis set

Geometry as XYZ:
```
16
Properties=species:S:1:pos:R:3:forces:R:3:lowdin_charge:R:1
C 1.70294 -0.77979 0.26754 1.83 -0.33 0.74 0.02
N 0.24250 -0.81738 0.60751 1.23 2.85 -1.11 0.03
C -0.67651 0.14715 -0.07859 -1.03 2.34 1.04 -0.77
C -0.36069 1.63544 0.16643 0.87 0.31 2.66 -0.06
C -1.40470 -0.39170 -1.22494 0.42 -0.11 -0.67 -0.32
S -2.42297 -0.24374 0.32069 0.86 -0.99 -0.57 0.92
H 1.93750 -0.88836 -0.82019 -0.75 -0.10 0.92 0.13
H 2.20735 0.12713 0.61882 -0.56 0.01 -0.06 0.10
H 2.17019 -1.61526 0.87262 -0.51 0.78 -0.97 0.13
H 0.07359 -0.72119 1.59962 0.01 -0.60 0.37 0.18
H -0.01798 -1.64345 0.18623 -1.30 -2.99 0.03 0.11
H 0.08496 1.69966 1.25671 -1.02 -0.07 -1.79 0.13
H -1.22252 2.35313 0.16732 0.52 -1.22 -0.19 0.10
H 0.42340 2.10108 -0.40891 0.30 -0.29 -0.71 0.07
H -1.76178 0.41921 -1.89184 0.56 -1.13 -0.13 0.10
H -0.97531 -1.38194 -1.63904 -1.42 1.55 0.45 0.13
```
Positions in Å, forces in eV/Å.

Charge: +1
Orbital gap, eV: 10.20
E_LUMO, eV: -3.405

---

C24H18AlFN2O2SSe2 | ωB97M-V with the def2-TZVPD basis set

Geometry as XYZ:
```
51
Properties=species:S:1:pos:R:3:forces:R:3:lowdin_charge:R:1
Al 0.73922 -0.25360 -0.06533 0.68 -0.21 -0.63 -0.22
Se 1.74167 -2.97231 -0.40117 0.03 -0.03 -0.14 0.77
Se 2.05837 -3.63518 1.78001 0.01 -0.01 0.09 0.73
C 1.51274 -2.01336 2.66179 0.08 -0.10 -0.17 -0.63
C 1.87739 -1.87882 3.99225 -0.10 0.03 0.04 -0.10
C 1.36915 -0.80094 4.69758 0.10 0.01 0.04 -0.04
C 0.52343 0.08820 4.05419 0.05 -0.15 -0.01 -0.01
C 0.26804 -0.10214 2.70942 -0.20 0.07 1.17 -0.10
N 0.76560 -1.13161 2.01249 0.07 0.30 0.32 -0.01
C -0.18765 -2.92422 -0.41263 -0.06 0.19 0.07 -0.58
C -0.99255 -4.00301 -0.70178 -0.03 -0.06 0.00 -0.07
C -2.36705 -3.79861 -0.70957 -0.04 -0.04 -0.01 -0.03
C -2.87475 -2.54087 -0.43563 -0.10 -0.02 0.02 -0.02
C -1.99718 -1.50810 -0.15069 0.15 -0.06 -0.06 -0.05
N -0.67826 -1.71199 -0.13894 -0.36 -0.17 -0.36 0.00
H 2.54787 -2.59442 4.45147 -0.06 0.02 0.00 0.10
H 1.64337 -0.65141 5.73375 -0.01 -0.03 0.01 0.11
H 0.08882 0.93274 4.57017 0.01 0.00 -0.04 0.12
H -0.34508 0.59874 2.15427 0.13 -0.74 0.89 0.09
H -0.55617 -4.96791 -0.91793 -0.02 0.01 0.00 0.11
H -3.03468 -4.61958 -0.93900 0.01 0.02 0.00 0.12
H -3.93947 -2.35014 -0.44896 0.05 -0.01 -0.01 0.12
H -2.32104 -0.49604 0.06040 0.02 -0.04 0.00 0.14
O -1.35089 2.69012 1.44328 -0.01 -0.08 0.13 0.10
C -0.36201 2.20677 0.93774 0.40 0.51 -0.64 -0.53
O -0.37631 0.98581 0.44390 -0.69 0.59 -0.84 -0.08
C 0.92537 2.98542 0.81447 -0.07 -0.11 0.05 -0.13
C 0.77579 4.37433 0.90361 -0.03 -0.02 -0.02 -0.03
C 1.84873 5.23433 0.79668 0.00 0.00 0.00 -0.09
C 3.11787 4.69723 0.60603 -0.01 0.00 0.00 -0.09
C 3.28919 3.32909 0.53236 -0.06 -0.03 0.01 -0.13
C 2.20993 2.43494 0.63681 0.10 0.06 -0.02 -0.52
S 2.68793 0.72026 0.62342 0.07 0.17 -0.06 0.79
H -0.22628 4.75317 1.05856 0.03 0.00 0.00 0.12
H 1.70247 6.30626 0.86006 0.01 -0.07 -0.01 0.10
H 3.97916 5.34912 0.51418 -0.03 -0.03 0.01 0.10
H 4.28008 2.91441 0.39158 -0.04 0.02 0.01 0.09
F -4.29674 -0.78730 -4.28037 -0.01 0.01 0.00 0.04
C -3.04356 -0.62501 -3.78964 -0.03 0.00 0.00 -0.30
C -2.71298 0.55952 -3.16568 0.07 0.11 0.08 -0.01
C -1.42961 0.71203 -2.65438 0.02 -0.03 0.02 -0.04
C -0.46669 -0.30220 -2.75346 0.07 0.00 -0.01 -0.30
C 0.87722 -0.17667 -2.09398 -0.47 0.01 -0.01 -0.17
C -0.85026 -1.47166 -3.41872 -0.02 0.00 0.03 -0.05
C -2.13134 -1.64583 -3.93490 0.15 -0.06 0.03 -0.02
H -3.45424 1.34572 -3.08073 0.06 -0.03 -0.01 0.12
H -1.16774 1.63640 -2.15042 -0.03 -0.04 -0.02 0.12
H 1.29887 0.81778 -2.26378 0.00 0.06 0.00 0.07
H 1.57666 -0.88838 -2.53744 0.08 -0.03 0.04 0.05
H -0.12303 -2.26896 -3.54125 -0.02 0.01 -0.01 0.11
H -2.41936 -2.55213 -4.45409 0.03 0.03 0.03 0.12
```
Positions in Å, forces in eV/Å.

Charge: 0
Orbital gap, eV: 6.57
E_LUMO, eV: -0.849

---

C4H6N2O | ωB97M-V with the def2-TZVPD basis set

Geometry as XYZ:
```
13
Properties=species:S:1:pos:R:3:forces:R:3:lowdin_charge:R:1
C -2.75618 0.35148 -0.35185 -0.33 0.30 -0.05 -0.09
N -1.78987 -0.73886 -0.26724 0.87 0.31 0.59 0.07
C -0.65536 -0.49989 0.09207 -0.56 -0.33 -0.18 -0.10
C 0.55659 -0.29378 0.57281 -0.08 0.05 -0.10 -0.02
C 1.73189 -0.27648 -0.32279 -0.05 0.04 -0.19 -0.57
N 2.92954 -0.08368 0.31942 0.00 0.02 -0.15 0.14
O 1.65421 -0.47616 -1.52404 0.13 0.07 0.39 0.04
H -3.75182 -0.03497 -0.14500 0.06 -0.04 0.03 0.07
H -2.51874 1.14962 0.35791 -0.05 -0.12 -0.06 0.08
H -2.76566 0.78268 -1.34575 0.05 -0.04 -0.26 0.08
H 0.64006 -0.16870 1.64369 0.11 -0.20 0.04 0.10
H 2.97607 0.32943 1.23693 -0.05 -0.13 -0.15 0.09
H 3.74926 -0.04070 -0.26616 -0.11 0.08 0.07 0.11
```
Positions in Å, forces in eV/Å.

Charge: 0
Orbital gap, eV: 10.04
E_LUMO, eV: 0.829

---

CCl4S2 | ωB97M-V with the def2-TZVPD basis set

Geometry as XYZ:
```
7
Properties=species:S:1:pos:R:3:forces:R:3:lowdin_charge:R:1
C -1.03915 0.10415 -0.13385 2.17 0.43 1.35 -1.87
S 0.26753 -0.58692 1.11431 -0.71 -0.26 0.17 0.24
S 1.95024 -1.22091 0.27810 -0.39 1.23 -0.59 0.06
Cl -1.26021 -0.90465 -1.50764 -0.67 -0.25 0.04 0.58
Cl -2.33567 0.26192 1.12087 0.17 0.14 -1.42 0.50
Cl -0.35270 1.69379 -0.70958 -1.11 -0.62 0.42 0.46
Cl 2.76995 0.65261 -0.16221 0.54 -0.67 0.03 0.01
```
Positions in Å, forces in eV/Å.

Charge: 0
Orbital gap, eV: 9.14
E_LUMO, eV: -0.521